Entry 1:
The following is a DFT calculation (the ωB97M-V functional and the def2-TZVPD basis) of the molecule CH3FP2.

```
7
Properties=species:S:1:pos:R:3
H -0.6803 -2.3789 -0.5063
H 0.6673 -0.7432 0.9868
C 0.3593 1.2798 0.3724
H 1.2431 1.0876 0.8181
P -0.2032 -0.2533 -0.1599
F 0.1084 2.4302 -0.2837
P -1.4946 -1.4222 -1.2274
```

Output
* HOMO: -7.945 eV
* Kohn-Sham gap: 7.900 eV



Entry 2:
The following is a DFT calculation (the ωB97M-V functional and the def2-TZVPD basis) of CH3FeLiO as an isolated structure.

```
7
Properties=species:S:1:pos:R:3
H 1.4406 -1.2994 0.9326
H -1.9602 1.0846 0.0430
C 1.4313 -1.0680 -0.1485
H 1.9899 -1.7311 -0.8326
Li -0.2018 1.3424 0.0612
Fe -3.3866 1.8787 0.5290
O 0.6867 -0.2074 -0.5846
```

Output
* total charge: +2
* HOMO (spin up / spin down): -18.624 / -18.808 eV
* multiplicity: 7
* Kohn-Sham gap (spin up / spin down): 8.672 / 4.021 eV



Entry 3:
The following is a DFT calculation (the ωB97M-V functional and the def2-TZVPD basis) of the molecule CH3I2N.

```
7
Properties=species:S:1:pos:R:3
H 1.2627 1.1922 -0.0081
I -0.5873 -1.0407 -0.1802
N -1.2238 -1.4517 1.6491
H 1.8121 -0.0589 -1.2710
H 0.6518 1.2195 -1.5414
I -2.8935 -0.4116 2.2665
C 0.9780 0.5511 -0.9150
```

Output
* HOMO (spin up / spin down): -8.191 / -8.195 eV
* Kohn-Sham gap (spin up / spin down): 7.040 / 7.043 eV



Entry 4:
The following is a DFT calculation (the ωB97M-V functional and the def2-TZVPD basis) of a 2-piece molecular cluster, CH3I2N overall.

```
7
Properties=species:S:1:pos:R:3
H 0.5196 -0.4627 0.9951
C 0.1477 -0.0876 0.0163
H -0.4479 0.7163 -0.1700
H -0.0080 -0.8189 -0.7048
N 2.3438 0.0126 -0.8000
I 2.9670 -1.8140 0.0277
I 3.1702 1.6227 0.0602
```

Output
* HOMO (spin up / spin down): -8.870 / -8.591 eV
* Kohn-Sham gap (spin up / spin down): 7.778 / 7.386 eV



Entry 5:
The following is a DFT calculation (the ωB97M-V functional and the def2-TZVPD basis) of the molecule CH3I2N.

```
7
Properties=species:S:1:pos:R:3
N -1.2486 -1.7323 0.2888
H 0.1286 -0.3013 -0.4309
H -0.1507 -0.1683 1.4397
H 0.7418 -1.5739 0.7822
I -3.0376 -0.9072 -0.0378
C -0.1051 -0.9083 0.5467
I -6.1723 0.5124 -0.0282
```

Output
* HOMO (spin up / spin down): -8.421 / -8.135 eV
* Kohn-Sham gap (spin up / spin down): 4.723 / 4.089 eV



Entry 6:
The following is a DFT calculation (the ωB97M-V functional and the def2-TZVPD basis) of the molecule CH3I2NS.

```
8
Properties=species:S:1:pos:R:3
H -0.1976 -0.1094 -1.1453
C 0.1230 -0.4156 -0.0736
I -2.6714 -0.9012 2.9031
I -3.5965 -1.7432 -0.8609
H -0.3614 0.4593 0.7225
N -0.4282 -1.6360 0.3445
H 1.1750 -0.3707 0.0359
S -1.7685 -2.0402 0.9067
```

Output
* HOMO (spin up / spin down): -7.381 / -9.357 eV
* multiplicity: 3
* Kohn-Sham gap (spin up / spin down): 6.730 / 5.817 eV



Looking at energy relative to the best compared isomer or geometry (same formula, charge and spin) for the records above, in order, we have 59.7, 3.3, 85.4, 80.5, 73.4, 7.8 kcal per mole.